Entry from the Open Molecules 2025 dataset: a cluster of 18 separate species, C72H144N12O6 in total (the ωB97M-V functional and the def2-TZVPD basis).

Structure (XYZ):
```
234
Properties=species:S:1:pos:R:3:forces:R:3:lowdin_charge:R:1
C 4.676 -3.733 -4.406 -1.987 -1.281 0.265 -0.091
C 4.515 -3.230 -5.857 -0.968 2.182 1.536 -0.261
O 3.089 -3.075 -6.112 0.243 0.172 -0.206 -0.199
C 2.632 -2.736 -7.480 -0.054 -1.390 2.173 -0.226
C 1.239 -2.140 -7.425 1.202 1.384 -0.363 -0.080
H 5.689 -3.732 -4.008 0.092 0.147 -0.279 0.063
H 4.006 -3.214 -3.672 0.734 0.047 -0.860 0.043
H 4.276 -4.803 -4.353 0.701 1.170 -0.166 0.090
H 5.087 -2.258 -5.982 -0.849 -0.679 0.037 0.125
H 4.959 -3.909 -6.511 0.622 -1.373 -1.365 0.081
H 3.380 -2.096 -7.871 0.463 0.845 -0.821 0.101
H 2.566 -3.662 -8.027 0.379 -0.450 -0.446 0.105
H 0.500 -2.765 -6.956 -0.047 -0.130 0.717 0.055
H 0.881 -2.009 -8.436 0.005 -0.042 -0.555 0.071
H 1.347 -1.107 -7.045 -0.610 -0.589 0.418 0.076
C 5.175 4.697 1.311 -3.085 0.407 1.215 -0.077
C 5.460 4.736 -0.157 0.047 -0.804 -1.177 -0.271
O 4.649 5.701 -0.843 0.032 0.076 -0.068 -0.182
C 5.102 5.943 -2.182 -0.233 -1.774 -0.048 -0.301
C 4.300 6.951 -2.917 0.838 1.843 -0.661 -0.088
H 4.069 4.514 1.528 1.230 -0.184 -0.604 0.060
H 5.691 3.981 1.944 0.461 -0.185 -0.518 0.072
H 5.268 5.680 1.770 0.577 0.209 -0.158 0.077
H 6.492 5.072 -0.246 0.388 -0.311 -0.421 0.111
H 5.306 3.725 -0.681 0.411 1.147 0.825 0.132
H 6.134 6.285 -2.192 0.328 -0.143 0.317 0.114
H 5.034 4.994 -2.790 0.387 0.565 0.745 0.113
H 4.937 7.237 -3.797 -0.720 -0.297 0.492 0.096
H 4.220 7.891 -2.348 -0.215 -0.327 -0.027 0.084
H 3.335 6.654 -3.292 -0.384 -0.308 0.105 0.063
C 1.756 -0.472 -0.243 0.346 -2.009 1.429 -0.061
C 0.982 -1.830 -0.398 1.638 0.826 2.575 -0.274
O -0.385 -1.670 -0.403 -1.499 0.516 -0.002 -0.192
C -0.862 -0.988 0.781 -0.993 -1.305 -1.148 -0.233
C -2.324 -1.406 0.998 1.150 2.107 1.179 -0.038
H 1.631 -0.053 0.761 -0.503 0.138 -0.377 0.038
H 2.830 -0.666 -0.296 -0.205 0.045 -0.352 0.035
H 1.456 0.191 -1.002 -0.384 1.089 -0.916 0.054
H 1.303 -2.261 -1.327 0.026 -0.639 -0.258 0.083
H 1.183 -2.475 0.552 0.487 0.670 -1.718 0.111
H -0.245 -1.276 1.615 0.331 -0.285 0.588 0.099
H -0.761 0.067 0.650 0.023 0.900 -0.134 0.100
H -2.619 -0.846 1.938 -0.162 -0.782 -0.939 0.089
H -2.353 -2.454 1.137 -0.297 -1.109 0.255 0.031
H -2.962 -1.109 0.178 -0.078 0.109 -0.029 0.021
C 7.293 0.934 -1.643 -0.213 -0.969 -0.225 -0.070
C 6.611 0.149 -0.457 -1.177 -0.547 0.467 -0.280
O 6.994 0.603 0.845 1.237 -0.312 -0.040 -0.197
C 8.379 0.356 1.192 -1.049 0.812 0.582 -0.277
C 8.645 1.026 2.532 0.015 0.439 0.675 -0.087
H 6.695 0.775 -2.611 0.950 0.194 1.456 0.073
H 7.310 2.029 -1.396 0.027 -1.008 -0.255 0.075
H 8.354 0.546 -1.828 -1.459 0.674 0.264 0.084
H 5.504 0.240 -0.362 0.602 0.699 -0.836 0.091
H 6.610 -0.985 -0.487 1.010 1.020 -0.396 0.100
H 8.607 -0.701 1.196 -0.082 -0.485 -0.021 0.112
H 9.013 0.864 0.497 0.511 0.063 -0.849 0.094
H 7.914 0.713 3.313 0.178 0.481 -0.699 0.078
H 8.650 2.145 2.361 -0.197 -1.230 0.541 0.090
H 9.619 0.738 2.981 -0.311 0.181 -0.624 0.075
C 1.536 -1.578 6.886 0.940 1.182 3.108 -0.085
C 0.251 -1.987 7.537 -1.156 -1.153 -3.009 -0.264
O 0.153 -3.427 7.515 -0.272 0.969 0.349 -0.162
C -1.119 -3.983 7.890 0.156 2.217 -0.275 -0.331
C -0.840 -5.344 8.311 0.483 -1.157 2.583 -0.099
H 1.635 -1.715 5.874 -0.436 0.081 -2.530 0.000
H 1.721 -0.491 7.238 0.092 -1.724 -0.884 0.112
H 2.322 -2.248 7.253 0.088 0.390 0.516 0.089
H 0.267 -1.611 8.499 -0.312 0.510 2.310 0.087
H -0.610 -1.511 6.975 0.548 -0.562 0.594 0.132
H -1.640 -3.403 8.670 0.526 0.006 0.164 0.124
H -1.773 -3.889 7.057 -0.677 -0.178 -1.119 0.100
H -0.290 -5.869 7.536 -0.081 -0.285 0.041 0.074
H -1.766 -5.892 8.652 1.070 0.458 -0.454 0.098
H -0.140 -5.165 9.213 -0.988 -0.963 -1.237 0.113
C -2.010 8.024 0.392 0.120 -0.383 0.264 -0.069
C -2.684 7.029 1.310 0.459 0.228 -0.129 -0.291
O -2.210 5.744 0.940 0.059 0.319 0.113 -0.192
C -2.827 4.704 1.656 0.086 -0.411 0.743 -0.285
C -2.475 3.367 1.020 -1.999 0.968 -1.076 -0.067
H -2.010 7.520 -0.568 -0.382 0.680 -0.668 0.076
H -2.517 9.008 0.472 0.530 -0.579 -0.484 0.093
H -0.943 8.071 0.648 -0.266 0.404 0.160 0.058
H -2.371 7.314 2.322 -0.450 -0.484 0.322 0.120
H -3.775 7.051 1.191 0.068 0.082 0.232 0.120
H -2.487 4.722 2.731 -0.355 0.071 -0.731 0.124
H -3.931 4.843 1.629 0.437 -0.074 0.147 0.123
H -3.000 2.603 1.570 -0.203 -0.405 -0.056 0.017
H -1.448 3.145 1.034 1.485 -0.088 -0.068 0.048
H -2.868 3.397 -0.044 0.574 -0.270 1.143 0.090
C -1.326 -5.854 -3.778 2.181 0.464 0.478 -0.089
C -0.468 -4.704 -4.403 -0.284 0.244 1.100 -0.195
C 0.276 -3.903 -3.267 0.363 -1.058 -0.451 -0.161
C 1.039 -4.826 -2.420 -1.702 1.507 -1.501 -0.246
N 1.552 -5.703 -1.926 1.475 -1.893 1.620 0.172
H -2.066 -6.274 -4.376 -1.291 -0.383 -1.493 0.042
H -1.807 -5.559 -2.859 -0.195 0.493 0.375 0.060
H -0.690 -6.701 -3.492 0.125 0.249 -0.069 0.074
H -1.071 -3.939 -4.879 -0.466 -0.011 -0.113 0.074
H 0.239 -5.006 -5.189 -0.083 -0.319 0.524 0.111
H -0.391 -3.312 -2.644 -0.136 0.077 -0.070 0.098
H 1.043 -3.288 -3.705 0.068 0.760 -0.367 0.101
C 3.043 3.071 -2.951 1.843 -1.242 -1.761 -0.075
C 3.762 1.641 -2.827 -2.010 1.702 0.085 -0.226
C 3.273 0.627 -3.841 1.257 0.343 -1.591 -0.175
C 3.019 1.306 -5.180 -0.293 -0.967 -0.162 -0.231
N 2.781 1.708 -6.242 0.390 -0.216 1.248 0.129
H 3.456 3.736 -3.761 -0.219 -0.742 0.736 0.079
H 3.202 3.517 -1.996 -0.474 0.731 0.600 0.020
H 2.020 2.858 -3.245 -0.327 0.253 0.499 0.070
H 3.426 1.383 -1.842 0.012 -0.818 0.562 0.072
H 4.819 1.617 -2.801 1.058 0.653 -0.079 0.058
H 2.389 0.102 -3.529 -0.505 -0.118 -0.082 0.068
H 4.097 -0.116 -3.993 -0.894 0.361 -0.068 0.116
C 1.573 6.215 2.164 0.624 -1.156 -0.434 -0.083
C 1.781 6.462 0.689 -3.428 1.630 0.353 -0.255
C 1.112 5.456 -0.221 -1.716 -1.352 0.159 -0.153
C 1.508 4.064 0.170 0.311 0.380 0.602 -0.192
N 1.928 3.122 0.693 -0.479 0.386 -0.725 0.192
H 1.827 7.062 2.772 0.613 0.272 0.302 0.073
H 2.083 5.274 2.453 -0.130 0.680 0.255 0.067
H 0.534 6.068 2.312 -1.211 -0.336 0.292 0.053
H 2.743 6.599 0.401 3.088 0.221 -0.627 0.049
H 1.256 7.436 0.472 0.526 -0.706 -0.023 0.118
H 1.357 5.603 -1.261 0.298 0.088 -0.345 0.103
H -0.029 5.528 -0.167 1.446 -0.213 0.156 0.123
C -2.720 0.894 4.953 -0.467 0.045 0.188 -0.096
C -2.868 2.396 4.780 0.152 0.091 -0.771 -0.224
C -4.215 2.952 5.309 1.679 1.081 -0.062 -0.182
C -4.521 2.621 6.684 -0.474 -0.509 0.715 -0.239
N -4.854 2.323 7.746 0.314 0.170 -0.368 0.150
H -3.389 0.260 4.357 -0.157 0.559 0.165 0.058
H -2.792 0.642 5.982 -0.602 -0.406 1.138 0.058
H -1.750 0.544 4.736 1.447 -0.093 -0.718 0.047
H -2.814 2.541 3.683 -0.195 0.490 0.621 0.075
H -2.022 2.968 5.231 -0.564 -0.578 -0.189 0.122
H -5.003 2.657 4.685 -1.251 -0.832 -0.853 0.075
H -4.229 4.046 5.227 0.195 -0.066 0.078 0.121
C -2.913 2.303 -2.976 -1.622 -0.305 0.762 -0.098
C -2.519 1.238 -1.971 -0.393 -0.413 -0.738 -0.267
C -2.165 -0.094 -2.706 -1.440 -0.277 0.744 -0.192
C -1.053 0.008 -3.648 1.356 0.209 -0.415 -0.201
N -0.109 0.128 -4.320 -1.466 -0.255 0.851 0.181
H -3.798 1.921 -3.560 0.862 0.597 0.318 0.091
H -2.060 2.434 -3.580 0.754 0.531 -1.262 0.048
H -3.172 3.263 -2.486 0.081 -0.474 -0.322 0.072
H -3.322 1.079 -1.252 0.063 -0.382 -0.102 0.065
H -1.670 1.567 -1.411 0.759 0.178 0.390 0.089
H -3.074 -0.534 -3.191 0.732 0.689 0.032 0.089
H -1.963 -0.834 -1.924 0.546 -0.005 -0.290 0.083
C -0.621 -4.297 3.119 1.629 1.288 -1.219 -0.093
C -0.065 -4.840 1.760 -0.215 0.136 -0.022 -0.242
C -0.874 -6.037 1.143 0.440 2.204 -0.149 -0.158
C -2.230 -5.498 0.911 -0.394 -1.096 -0.455 -0.219
N -3.318 -5.167 0.719 0.635 0.152 0.133 0.159
H -1.432 -3.559 3.001 -0.030 -0.676 -0.088 0.057
H 0.234 -3.675 3.518 -0.923 -0.891 0.132 0.058
H -0.893 -5.122 3.750 -0.128 -0.125 0.605 0.062
H 0.964 -5.218 1.925 -0.430 0.413 -0.188 0.106
H -0.060 -4.001 1.010 0.207 -0.918 0.654 0.088
H -0.889 -6.867 1.817 -0.248 -0.518 0.421 0.105
H -0.362 -6.335 0.214 -0.530 0.052 0.126 0.101
C -3.776 -3.206 -4.030 -1.005 -0.998 1.892 -0.091
C -5.076 -3.741 -3.286 3.100 -1.775 0.945 -0.209
C -5.030 -3.460 -1.778 -1.449 0.872 -0.377 -0.180
C -4.906 -2.036 -1.462 0.661 2.551 0.154 -0.151
N -4.712 -0.900 -1.256 -0.898 -2.553 -0.452 0.186
H -3.954 -2.218 -4.460 0.280 -0.291 0.127 0.035
H -3.556 -3.958 -4.762 0.330 0.049 -0.807 0.053
H -2.954 -3.233 -3.278 -0.305 0.354 -0.625 0.071
H -5.157 -4.876 -3.332 0.257 1.363 -0.267 0.132
H -5.910 -3.356 -3.729 -2.350 1.076 -1.162 0.044
H -4.181 -3.934 -1.348 0.508 -0.648 0.636 0.067
H -5.977 -3.783 -1.311 0.574 -0.201 0.041 0.133
C -2.436 -1.320 -7.524 -1.431 1.167 -0.857 -0.064
C -3.185 -0.096 -6.944 1.024 -1.942 1.222 -0.261
C -4.665 -0.056 -7.004 -1.270 0.858 -2.365 -0.209
C -5.325 -1.262 -6.568 -1.333 -2.326 1.002 -0.206
N -5.838 -2.222 -6.147 0.940 1.897 -0.984 0.176
H -2.892 -2.258 -7.205 0.128 -0.012 -0.085 0.068
H -1.411 -1.248 -7.216 0.513 -0.154 0.072 0.040
H -2.512 -1.187 -8.620 0.278 -0.655 0.357 0.087
H -2.786 0.776 -7.371 0.516 1.291 -0.428 0.101
H -2.984 -0.098 -5.888 0.588 0.314 0.653 0.079
H -5.004 0.234 -8.046 0.119 -0.671 0.957 0.147
H -5.028 0.758 -6.397 -0.180 0.328 0.400 0.114
C 1.791 1.117 4.875 -0.226 1.706 1.686 -0.129
C 2.217 1.481 3.502 0.981 -0.163 -0.204 -0.272
C 3.209 0.448 2.894 -1.167 0.345 -1.157 -0.150
C 2.770 -0.928 3.199 -0.954 -1.417 -0.901 -0.204
N 2.304 -1.993 3.287 0.930 1.654 0.053 0.174
H 1.018 1.829 5.282 0.457 -0.741 -0.582 0.097
H 2.628 1.272 5.559 0.091 -0.433 0.171 0.084
H 1.434 0.113 4.954 -0.291 -0.448 0.057 0.024
H 2.688 2.464 3.485 0.082 -0.029 -0.088 0.102
H 1.352 1.562 2.905 -0.904 -0.015 -1.127 0.069
H 4.183 0.572 3.309 0.869 0.216 0.170 0.103
H 3.232 0.604 1.757 0.252 -0.400 1.692 0.114
C -8.778 1.947 1.361 0.109 -1.877 -2.013 -0.073
C -7.866 2.317 0.141 -1.902 2.409 0.126 -0.266
C -6.665 1.506 -0.130 0.554 -2.421 -0.350 -0.217
C -5.760 1.411 1.002 -1.090 0.160 -1.547 -0.208
N -5.010 1.340 1.846 1.449 0.031 1.870 0.195
H -8.314 2.341 2.209 0.253 0.765 1.613 0.040
H -8.804 0.851 1.498 0.239 0.258 -0.093 0.059
H -9.846 2.187 1.259 0.595 0.598 -0.054 0.078
H -7.557 3.373 0.272 -0.029 -0.355 0.134 0.113
H -8.440 2.393 -0.786 -0.151 -0.407 0.047 0.107
H -6.053 1.839 -0.988 -0.484 -0.064 0.276 0.123
H -6.982 0.439 -0.327 0.457 0.969 -0.015 0.128
C 6.405 -4.714 0.234 -0.006 0.062 -0.422 -0.110
C 5.182 -4.396 1.072 -1.469 -2.952 0.094 -0.250
C 3.909 -4.123 0.224 -0.749 -0.280 0.452 -0.186
C 4.098 -3.017 -0.721 -0.085 -0.850 0.943 -0.215
N 4.302 -2.065 -1.317 0.229 0.597 -0.839 0.190
H 6.194 -5.347 -0.637 -0.295 0.050 0.251 0.083
H 7.231 -5.200 0.749 -0.090 0.143 0.367 0.071
H 6.751 -3.776 -0.166 0.498 0.404 -0.306 0.052
H 5.319 -3.605 1.790 0.219 0.272 0.203 0.097
H 4.834 -5.350 1.632 0.846 1.548 -0.444 0.135
H 3.130 -3.788 0.965 0.425 -0.313 -0.872 0.102
H 3.518 -5.050 -0.301 0.565 1.171 0.516 0.112
C -6.920 -0.132 5.233 0.525 0.460 0.449 -0.092
C -5.880 -1.228 4.884 -1.403 -0.639 3.324 -0.279
C -5.691 -1.321 3.443 2.023 -1.756 -1.342 -0.262
C -6.867 -1.572 2.656 -1.769 -0.044 -2.023 -0.225
N -7.744 -1.742 1.910 1.232 0.237 1.300 0.153
H -6.600 0.868 4.824 -0.672 -0.970 0.171 0.073
H -7.170 0.009 6.307 0.737 -0.221 -0.521 0.079
H -7.855 -0.526 4.828 -0.100 0.664 -0.466 0.065
H -6.357 -2.169 5.316 0.898 0.791 -0.628 0.134
H -4.884 -1.128 5.351 -0.598 0.203 0.025 0.100
H -4.975 -2.169 3.218 -0.716 0.703 0.108 0.148
H -5.169 -0.447 3.086 -0.161 0.394 -0.358 0.047
```
Positions in Å, forces in eV/Å.

Summary:
Gap between HOMO and LUMO   9.94 eV
Energy relative to the best compared isomer or geometry (same formula, charge and spin)   48.5 kJ/mol
2S+1   1